Density functional theory data (ωB97M-V with the def2-TZVPD basis set) for a structure of composition C45H52CeClO10P3S4.

The geometry in XYZ format:
```
116
Properties=species:S:1:pos:R:3:forces:R:3:mulliken_charge:R:1
Ce -0.777 1.317 -2.286 -0.55 -1.15 0.00 0.959
O 1.496 -0.101 -2.136 -0.49 -0.06 0.92 -0.709
Cl 1.317 -0.519 -0.669 0.52 1.47 -0.47 1.021
O 1.896 -1.808 -0.412 0.23 -0.87 -0.38 -0.209
O -0.171 -0.624 -0.560 -0.53 0.12 0.04 -0.416
O 0.395 2.251 -3.705 0.01 -0.09 0.24 -0.300
O -3.611 6.551 -2.515 -0.76 -0.16 0.03 -0.547
C -3.281 5.601 -3.154 0.38 -0.61 -0.24 0.512
S -4.109 3.992 -3.381 0.86 0.36 -0.17 -0.107
C -2.693 3.151 -4.124 -1.16 -0.71 0.55 -0.247
C -1.614 3.905 -4.374 0.55 -0.05 -0.19 0.398
S 0.014 3.311 -4.861 -0.79 0.57 -0.64 -0.076
S -1.780 5.613 -4.073 0.78 0.40 0.03 -0.168
S -2.864 1.389 -4.196 0.80 1.11 -0.06 -0.189
O -2.703 0.546 -0.988 -0.35 0.26 0.49 0.173
P -3.673 -0.586 -0.816 0.30 -0.98 1.38 0.682
C -2.918 -2.206 -1.172 -0.67 0.16 0.77 -1.459
P -1.932 -2.118 -2.619 0.21 -0.48 -1.82 0.510
O -1.471 -0.736 -2.995 0.11 -0.68 -0.27 0.345
C -0.616 -3.257 -2.484 0.47 0.21 0.12 1.158
C 0.586 -2.851 -3.017 1.02 -1.07 -0.37 -0.931
C 1.685 -3.717 -2.884 -0.25 -0.21 0.35 -0.898
C 1.518 -4.890 -2.158 1.20 -0.35 -0.61 -0.522
C 0.282 -5.291 -1.659 1.75 -1.38 0.56 -0.972
C -0.772 -4.479 -1.844 -2.09 0.87 1.07 -0.154
C -2.940 -2.769 -3.951 -1.12 -1.06 -0.83 1.085
C -3.150 -1.997 -5.088 -1.11 -0.95 -0.55 -0.501
C -4.063 -2.450 -6.081 -0.11 -0.18 0.19 -0.721
C -4.638 -3.735 -6.040 0.95 1.55 1.57 -0.826
C -4.396 -4.512 -4.901 0.94 0.49 0.00 -0.571
C -3.574 -4.075 -3.892 1.44 2.16 0.46 -0.643
C -4.199 -0.817 0.931 -0.64 -0.98 -0.76 0.433
C -3.734 0.115 1.820 0.26 0.51 -0.37 -0.469
C -4.127 0.078 3.131 -0.19 0.11 2.42 -0.548
C -5.070 -0.831 3.628 0.33 -0.17 -2.50 -0.760
C -5.599 -1.748 2.691 0.46 0.09 0.22 -0.485
C -5.094 -1.827 1.405 -0.62 0.11 -1.19 -0.438
C -5.084 -0.466 -1.848 -1.49 -1.58 -0.22 0.944
C -5.952 -1.560 -2.142 -0.12 0.87 -1.22 -0.369
C -7.006 -1.379 -3.084 1.90 -0.58 1.45 -0.691
C -7.193 -0.145 -3.650 -0.74 0.11 0.29 -0.594
C -6.490 0.952 -3.148 -0.69 -0.45 -1.92 -0.840
C -5.407 0.774 -2.349 0.31 0.99 0.85 -0.484
H -3.667 -2.993 -1.234 -0.28 0.12 -0.35 1.026
H -2.331 -2.510 -0.324 0.66 0.27 0.49 0.631
H 0.675 -1.910 -3.521 0.09 0.29 -0.08 0.319
H 2.692 -3.524 -3.260 -0.51 0.39 0.00 0.400
H 2.424 -5.516 -2.027 -0.83 0.30 0.06 0.334
H 0.252 -6.219 -1.075 -0.29 0.44 -0.27 0.339
H -1.728 -4.668 -1.315 0.58 -0.18 -0.53 0.327
H -2.652 -1.066 -5.298 0.03 0.31 0.46 0.409
H -4.360 -1.699 -6.824 0.34 -0.67 -0.07 0.424
H -5.277 -4.111 -6.789 -0.64 -0.12 -0.83 0.463
H -4.748 -5.495 -4.772 -0.71 -1.07 -0.30 0.489
H -3.265 -4.705 -3.058 -0.52 -0.12 -0.16 0.248
H -3.084 0.914 1.478 0.08 -0.14 0.00 0.302
H -3.673 0.780 3.846 -0.29 -0.22 -0.44 0.370
H -5.405 -0.816 4.630 -0.23 0.10 0.85 0.471
H -6.418 -2.428 2.884 0.13 -0.03 0.60 0.390
H -5.586 -2.645 0.780 1.05 1.39 0.42 0.129
H -5.785 -2.580 -1.821 0.21 0.09 0.33 0.215
H -7.573 -2.245 -3.372 -0.21 -0.13 -0.16 0.440
H -7.952 -0.113 -4.431 0.18 0.62 0.18 0.411
H -6.671 1.908 -3.591 -0.13 0.56 0.01 0.355
H -4.825 1.652 -2.089 0.09 -0.25 0.06 0.504
C 0.505 -2.503 2.498 1.54 -0.56 0.55 -0.450
C 0.521 -3.968 1.991 -1.52 1.52 -1.79 0.043
O 1.712 -4.566 1.570 1.30 0.63 -0.81 -0.593
H -0.479 -2.115 2.755 -0.24 -0.41 -0.09 0.500
H 0.920 -1.840 1.740 0.00 -0.04 0.18 -0.357
H 1.132 -2.458 3.424 -0.38 0.21 -0.71 0.287
H -0.235 -4.027 1.164 0.40 -0.02 0.39 -0.273
H 0.168 -4.589 2.751 -0.63 -1.08 1.37 0.539
H 2.071 -4.151 0.748 -0.69 -0.18 0.98 0.275
O -1.306 3.464 -1.347 -0.44 -0.13 -0.07 -0.298
C -0.363 3.355 -0.539 1.44 0.23 0.68 -0.186
O 0.354 2.289 -0.476 -0.71 1.05 0.19 -0.213
H -0.083 4.243 0.103 -0.25 -0.86 -0.39 0.375
C 4.948 4.339 5.455 0.06 -1.36 1.17 -2.068
C 5.214 2.859 4.926 0.92 1.69 -0.10 2.024
C 4.815 1.840 5.981 -1.67 0.96 1.63 -1.735
C 6.749 2.667 4.731 -0.36 0.34 -0.74 -2.035
P 4.031 2.567 3.464 0.32 -0.32 0.05 -0.115
C 4.564 0.881 2.956 -1.01 0.76 -0.89 0.403
C 3.511 0.029 2.626 1.30 -1.35 0.02 -0.415
C 3.834 -1.237 2.095 -0.75 1.27 1.24 -0.332
C 5.111 -1.685 1.957 0.99 -0.26 -0.63 -0.565
C 6.165 -0.813 2.194 -0.53 1.19 0.10 -1.021
C 5.847 0.483 2.649 1.68 -0.57 -0.35 -0.084
C 4.403 3.777 1.991 1.62 -0.54 0.57 2.478
C 3.698 5.003 2.461 -0.98 0.45 0.08 -2.181
C 5.871 4.109 1.746 0.59 0.14 -0.49 -2.047
C 3.786 3.295 0.673 0.26 0.88 -0.04 -2.128
H 5.211 4.411 6.539 0.21 -0.30 -0.64 0.496
H 3.865 4.523 5.485 0.31 0.37 -0.55 0.483
H 5.567 5.089 4.955 -0.50 -0.07 -0.23 0.335
H 5.493 1.750 6.872 -0.20 0.23 -1.03 0.386
H 4.632 0.874 5.556 0.20 -0.72 -0.20 0.414
H 3.825 2.157 6.419 0.75 -0.34 -0.35 0.398
H 7.252 3.206 5.530 0.12 0.03 0.16 0.535
H 7.173 3.038 3.757 -0.48 -0.52 1.01 0.196
H 6.926 1.602 4.882 0.48 0.08 -0.32 0.499
H 2.500 0.273 2.888 -0.41 0.20 -0.18 0.574
H 3.066 -1.918 1.910 -1.17 -0.86 -0.40 0.490
H 5.250 -2.693 1.569 0.22 0.19 0.15 0.398
H 7.193 -1.035 1.945 0.01 -0.23 0.15 0.418
H 6.675 1.193 2.736 -0.37 -0.32 0.05 0.346
H 4.140 5.570 3.276 -0.08 -0.60 0.50 0.308
H 2.674 4.654 2.653 -0.02 0.84 0.30 0.485
H 3.701 5.733 1.683 -0.30 0.52 -0.99 0.587
H 6.394 4.557 2.575 -0.13 0.25 0.56 0.392
H 6.007 4.811 0.919 -0.44 0.26 -0.08 0.479
H 6.502 3.290 1.431 -0.10 -0.74 0.03 0.364
H 2.922 2.693 0.863 -0.65 -0.50 -0.21 0.391
H 4.531 2.771 0.102 0.16 -0.76 -0.12 0.391
H 3.507 4.142 -0.003 0.03 -0.35 0.79 0.433
```
Positions in Å, forces in eV/Å.

E = -6050.4340 hartree
relative energy (zero: lowest compared OMol25 entry of this formula, charge and spin) = 0.0 kcal/mol
HOMO level (spin up / spin down) = -0.2830 / -0.2830 hartree
orbital gap (spin up / spin down) = 6.285 / 6.288 eV